*A*
Below is the ion C4H13N2S with charge +1, with properties calculated with ωB97M-V/def2-TZVPD.

orbital gap = 8.7 eV
lowest unoccupied orbital energy = -3.39 eV
HOMO level = -12.110 eV
structure (SMILES) = [NH3+]CCNCCS

ORCA input file:
```
! RIJCOSX wB97M-V def2-TZVPD def2/J DEFGRID3
* xyz 1 1
N -2.2451 -1.2275 1.4600
C -2.3706 0.1874 0.9335
C -1.9654 0.1351 -0.5323
N -0.8180 -0.7764 -0.6526
C 0.4460 -0.3337 -0.0492
C 1.3480 0.4094 -1.0230
S 2.8564 1.0166 -0.2597
H -1.8319 -1.2073 2.3950
H -3.1003 -1.7794 1.4961
H -1.5561 -1.6727 0.8225
H -1.6283 0.7523 1.4786
H -3.3686 0.5616 1.1474
H -1.7222 1.1465 -0.8922
H -2.7686 -0.2878 -1.1305
H -0.6338 -1.0244 -1.6144
H 0.2682 0.3563 0.7842
H 0.9526 -1.1852 0.3819
H 0.7700 1.2369 -1.4406
H 1.5826 -0.1910 -1.8973
H 3.6984 0.2870 -0.9925
*
```

*B*
Below is a cluster of 2 separate species, C4H13N2S in total, with properties calculated with ωB97M-V/def2-TZVPD.

orbital gap = 8.2 eV
lowest unoccupied orbital energy = -3.43 eV
HOMO level = -11.598 eV

ORCA input file:
```
! RIJCOSX wB97M-V def2-TZVPD def2/J DEFGRID3
* xyz 1 1
C 0.7856 0.5003 1.7531
C 2.4417 -0.8999 -0.5933
C -1.6231 -0.3405 -0.2115
C 0.8010 0.7409 0.3295
N 0.2945 1.9582 -0.0194
N 1.5012 0.2064 -0.6612
S -3.2589 -0.0657 -0.5075
H 1.0757 -0.5303 2.0420
H 1.6266 1.0237 2.3360
H -0.1267 0.9714 2.1482
H 2.6020 -1.1404 -1.6009
H 3.4197 -0.5963 -0.1970
H 2.1939 -1.7291 0.0188
H -1.1165 -0.6269 -1.1252
H -1.4731 -1.0651 0.5883
H -0.4683 2.4547 0.2856
H 0.5979 2.2368 -0.9931
H -4.3333 -1.1770 -0.2166
H 1.3448 0.5260 -1.5772
H -3.6835 0.6912 0.5895
*
```

*C*
Below is a cluster of 2 separate species, C4H13N2S in total, with properties calculated with ωB97M-V/def2-TZVPD.

orbital gap = 8.3 eV
lowest unoccupied orbital energy = -4.17 eV
HOMO level = -12.517 eV

ORCA input file:
```
! RIJCOSX wB97M-V def2-TZVPD def2/J DEFGRID3
* xyz 1 1
N -1.6801 -0.4544 0.7857
C -0.3365 -0.6936 0.1426
C -0.3799 -0.0261 -1.2778
C 0.8036 0.1256 -2.2636
S 0.9888 1.9198 -2.6583
C 0.7387 -0.0143 1.0746
N 0.3221 -0.1884 2.5449
H -1.5621 -0.0045 1.7123
H -2.1001 0.3215 0.2365
H -2.2646 -1.3899 0.6888
H -0.1806 -1.7850 0.1523
H -1.2519 -0.3668 -1.8671
H -0.6486 1.0437 -0.9909
H 1.7536 -0.4015 -2.0221
H 0.6081 -0.3284 -3.2184
H 1.2980 1.8961 -0.7338
H 0.8731 1.0875 0.7662
H 1.6908 -0.4739 0.7880
H 0.4412 0.6562 3.1087
H 0.8865 -0.9235 3.0315
*
```

Most stable to least stable, the ends of the list are *A* and *B*.

*A*
Below is a cluster of 12 separate species, C24H72O24 in total, with properties calculated with ωB97M-V/def2-TZVPD.

orbital gap = 9.0 eV
lowest unoccupied orbital energy = -0.15 eV
HOMO level = -9.118 eV
structure (SMILES) = OCCO.OCCO.OCCO.OCCO.OCCO.OCCO.OCCO.OCCO.OCCO.OCCO.OCCO.OCCO

ORCA input file:
```
! RIJCOSX wB97M-V def2-TZVPD def2/J DEFGRID3
* xyz 0 1
O 0.7443 1.7626 6.5705
C 1.1329 2.6175 5.4856
C 1.0558 1.9864 4.1267
O -0.2196 2.0367 3.6038
H -0.1253 1.4079 6.3715
H 0.5330 3.5213 5.5920
H 2.1453 2.9542 5.7083
H 1.4155 0.9577 4.1501
H 1.8436 2.4743 3.5528
H -0.4441 2.9502 3.4124
O -6.2820 -4.4314 0.0649
C -5.1147 -4.5224 -0.7414
C -3.9751 -3.7421 -0.0601
O -3.1571 -4.5042 0.8143
H -6.6497 -3.5449 0.0846
H -4.8987 -5.5794 -0.8972
H -5.3663 -4.1418 -1.7313
H -4.3437 -2.9137 0.5448
H -3.3287 -3.2455 -0.7836
H -2.4838 -3.8697 1.0705
O -0.3099 -3.3007 -1.1238
C 1.0842 -3.4563 -1.1104
C 1.5155 -3.9907 0.2807
O 1.2592 -3.0400 1.3116
H -0.5716 -2.9002 -1.9560
H 1.4355 -4.1430 -1.8805
H 1.5516 -2.4856 -1.2758
H 2.5670 -4.2477 0.1529
H 1.0731 -4.9452 0.5659
H 1.5547 -2.1566 1.0793
O -2.7792 -0.7652 -4.5784
C -1.9607 -0.7704 -3.4206
C -0.6386 -1.4668 -3.7807
O -0.7685 -2.8109 -3.7180
H -3.5887 -0.3252 -4.3086
H -1.9983 0.2541 -3.0502
H -2.5421 -1.3255 -2.6845
H 0.1323 -1.0177 -3.1545
H -0.2782 -1.1852 -4.7701
H -1.0384 -3.1610 -4.5702
O -2.0946 3.0493 -1.6722
C -3.2373 3.1490 -2.5327
C -3.2883 4.2999 -3.5005
O -2.9426 5.5273 -2.9043
H -2.0926 3.8858 -1.2011
H -3.3762 2.2023 -3.0549
H -4.0821 3.3716 -1.8809
H -4.2159 4.2851 -4.0727
H -2.4999 4.1795 -4.2436
H -2.6745 6.2121 -3.5213
O 6.1762 0.1465 -1.5059
C 5.5197 1.0519 -0.6310
C 4.3361 1.7979 -1.2964
O 3.3639 0.7889 -1.5088
H 6.7266 -0.4326 -0.9736
H 5.2665 0.6094 0.3324
H 6.3537 1.7150 -0.4010
H 4.5475 2.2457 -2.2674
H 3.9541 2.5598 -0.6170
H 3.6093 0.3683 -2.3361
O -2.7667 -6.0223 3.0421
C -2.1084 -5.1630 3.9080
C -0.8403 -4.4775 3.3756
O -1.1323 -3.4867 2.4533
H -3.1281 -5.4889 2.3304
H -2.8281 -4.4951 4.3813
H -1.7973 -5.8145 4.7246
H -0.1882 -5.2207 2.9168
H -0.2366 -4.0753 4.1891
H -0.3296 -3.2907 1.9646
O -0.2204 2.2120 -3.4222
C 0.9909 2.8025 -2.8646
C 0.8878 4.3347 -2.9300
O 2.0822 4.9563 -2.3835
H -0.9242 2.5027 -2.8375
H 0.9291 2.6013 -1.7951
H 1.9095 2.3483 -3.2363
H 0.0392 4.6422 -2.3190
H 0.6346 4.6397 -3.9453
H 1.8843 5.8952 -2.3530
O 6.0779 -1.9648 -3.5389
C 4.8592 -2.5954 -3.5837
C 3.7361 -1.7703 -2.9351
O 3.4797 -0.6060 -3.7193
H 5.9229 -1.0665 -3.8399
H 4.6771 -2.7495 -4.6473
H 4.9622 -3.5036 -2.9898
H 3.8341 -1.5574 -1.8706
H 2.8475 -2.3845 -3.0805
H 2.9229 -0.8970 -4.4452
O 2.0250 5.1404 2.5086
C 1.6236 4.9077 1.1995
C 0.0823 5.1548 1.0649
O -0.7251 4.1541 1.6134
H 2.9610 5.3173 2.6272
H 2.2190 5.5394 0.5403
H 1.7692 3.8504 0.9778
H -0.1146 5.1006 -0.0058
H -0.3441 6.1183 1.3439
H -1.6307 4.4186 1.4358
O -1.2565 -0.9387 -0.0710
C -0.4892 0.2782 -0.1622
C 0.6002 0.2083 0.9194
O 1.7175 -0.5143 0.5350
H -0.8428 -1.7235 -0.4380
H -0.1000 0.4733 -1.1615
H -1.1555 1.1282 -0.0150
H 0.2259 -0.1901 1.8623
H 0.9090 1.2304 1.1386
H 2.2088 0.0518 -0.0649
O -2.9892 -1.9139 4.2124
C -2.1230 -0.8168 4.1344
C -2.5175 0.2398 5.2770
O -1.7724 -0.0193 6.4780
H -2.5664 -2.5658 3.6487
H -1.0814 -1.1221 4.2339
H -2.2370 -0.3150 3.1735
H -3.5704 0.1277 5.5357
H -2.4096 1.2440 4.8672
H -2.1234 -0.8156 6.8834
*
```

*B*
Below is a cluster of 12 separate species, C24H72O24 in total, with properties calculated with ωB97M-V/def2-TZVPD.

orbital gap = 9.4 eV
lowest unoccupied orbital energy = -0.14 eV
HOMO level = -9.569 eV
structure (SMILES) = OCCO.OCCO.OCCO.OCCO.OCCO.OCCO.OCCO.OCCO.OCCO.OCCO.OCCO.OCCO

ORCA input file:
```
! RIJCOSX wB97M-V def2-TZVPD def2/J DEFGRID3
* xyz 0 1
O -3.2061 0.0790 4.7396
C -4.1531 0.4560 3.7516
C -5.5141 -0.1310 4.2166
O -6.5521 0.2670 3.2536
H -2.3701 -0.3230 4.2506
H -4.3171 1.5630 3.8106
H -3.8621 0.0720 2.7756
H -5.6471 0.2440 5.1496
H -5.4311 -1.1250 4.2036
H -6.5691 1.2550 3.0946
O -4.5701 -1.2180 -5.1644
C -3.2221 -1.3720 -5.1044
C -2.8011 -1.7120 -3.7604
O -1.3471 -1.8970 -3.6294
H -4.9601 -1.9810 -5.4744
H -3.0161 -2.1320 -5.7904
H -2.7931 -0.2430 -5.4104
H -3.3291 -2.5940 -3.5064
H -2.9641 -1.1110 -2.9864
H -0.8801 -1.2820 -4.3144
O -2.6831 2.6170 0.2676
C -1.9891 3.4320 -0.7144
C -2.3291 2.7240 -1.9344
O -1.7081 3.4730 -3.0084
H -3.5801 2.7610 0.2516
H -2.3851 4.3200 -0.5594
H -1.0391 3.5470 -0.3944
H -3.5751 2.7080 -2.0914
H -1.6231 1.8530 -1.9604
H -0.7821 3.6240 -2.8774
O 0.0249 -0.1770 -5.2734
C 1.2449 0.1930 -4.7034
C 2.2279 -1.0770 -4.5914
O 3.3759 -0.8300 -3.8414
H 0.1129 -0.0940 -6.0784
H 1.7959 1.0120 -5.4124
H 1.1239 0.7040 -3.7884
H 2.3089 -1.4950 -5.6034
H 1.6549 -1.8620 -4.1424
H 3.1639 -0.9130 -2.9604
O 5.8369 0.1930 0.9796
C 4.9389 1.3430 0.9906
C 3.9799 1.3670 -0.2624
O 2.9979 2.4310 0.1296
H 6.7629 0.3000 0.4926
H 4.4249 1.3580 1.8946
H 5.4099 2.2740 1.0606
H 3.4179 0.4510 -0.4454
H 4.5399 1.6530 -1.1654
H 3.5899 3.3180 0.4466
O 1.0029 -0.1020 -1.2844
C 0.2039 0.3000 -0.2644
C -0.9051 -0.7310 -0.1914
O -1.9021 -0.1550 0.5946
H 1.5189 -0.6960 -0.7804
H 0.7159 0.2890 0.7096
H 0.2259 1.4040 -0.5334
H -0.4801 -1.7220 0.2326
H -1.3341 -0.9420 -1.1944
H -2.0711 0.7960 0.4896
O 0.9499 -0.3960 4.0306
C 0.3609 -0.4200 5.3866
C 0.2709 1.0720 5.9466
O 0.0799 0.9730 7.3096
H 0.6789 0.4520 3.6556
H -0.5191 -1.0400 5.4556
H 1.0479 -0.8360 5.9226
H -0.5971 1.4650 5.4956
H 1.2839 1.4490 5.7566
H -0.8101 0.6620 7.3266
O 1.6349 6.6440 -3.0304
C 1.0869 5.4100 -3.1454
C 1.6239 4.5410 -1.9984
O 1.0029 3.2120 -1.8404
H 0.8769 7.0880 -2.4994
H 0.1529 5.6250 -3.3314
H 1.5739 5.0640 -4.0004
H 1.5299 5.1160 -1.0704
H 2.4949 4.3910 -1.8384
H 1.5859 2.7400 -1.2864
O -1.5111 -6.6250 -0.2774
C -0.4811 -5.8020 -0.6974
C -1.1501 -4.6690 -1.4404
O -0.1281 -3.9290 -2.0604
H -2.2481 -6.1640 -0.1264
H -0.1351 -5.6040 0.1836
H 0.2559 -6.2280 -1.3064
H -1.6081 -4.0270 -0.7244
H -1.9541 -5.0740 -1.9034
H -0.6811 -3.1730 -2.3524
O -2.4561 -5.3190 2.6006
C -1.6831 -4.2280 2.9656
C -2.4911 -2.8730 2.7856
O -1.6631 -1.7400 3.0856
H -2.0381 -6.1670 2.7776
H -1.3421 -4.2590 4.1676
H -0.9161 -4.0550 2.3846
H -3.5151 -2.8720 3.3056
H -2.8491 -3.0810 1.6816
H -1.5051 -1.2830 2.2606
O 2.8669 -2.0410 -0.6564
C 3.6949 -2.9670 -1.3104
C 5.0799 -2.4230 -1.5074
O 5.6219 -3.4450 -2.3354
H 2.8099 -2.2210 0.2606
H 3.7249 -3.9070 -0.7454
H 3.3349 -3.6410 -2.3044
H 5.8409 -2.2370 -0.6704
H 5.1859 -1.5710 -2.2024
H 5.7159 -3.2000 -3.3504
O 2.1489 2.3040 3.0666
C 1.7129 3.6550 3.2006
C 0.2299 3.4120 2.5606
O -0.4651 4.7190 2.7146
H 2.4819 2.1400 2.1816
H 1.8309 3.9650 4.2806
H 2.2519 4.2240 2.5846
H -0.3651 2.6760 2.9946
H 0.1979 3.1500 1.5566
H -0.8231 4.9000 3.5356
*
```

Most stable to least stable, the ends of the list are *A* and *B*.

*A*
Below is a structure of composition Cl2HNS, with properties calculated with ωB97M-V/def2-TZVPD.

orbital gap = 9.0 eV
lowest unoccupied orbital energy = -0.95 eV
HOMO level = -9.915 eV

ORCA input file:
```
! RIJCOSX wB97M-V def2-TZVPD def2/J DEFGRID3
* xyz 0 1
N 0.8101 1.3065 -2.0425
S -0.2721 1.3393 -0.7548
Cl 2.4875 1.5562 -1.4961
Cl 0.7058 0.0625 -3.2738
H 0.3132 -0.0692 0.0525
*
```

*B*
Below is a cluster of 2 separate species, Cl2HNS in total, with properties calculated with ωB97M-V/def2-TZVPD.

orbital gap = 9.1 eV
lowest unoccupied orbital energy = -1.51 eV
HOMO level = -10.649 eV

ORCA input file:
```
! RIJCOSX wB97M-V def2-TZVPD def2/J DEFGRID3
* xyz 0 1
N 1.7342 1.2281 -0.4350
S 1.7123 0.2302 0.5872
Cl -2.7566 -0.3517 0.2759
Cl 1.6868 -1.7777 -0.1909
H -2.3768 0.6711 -0.2373
*
```

Most stable to least stable, the ends of the list are *B* and *A*.

*A*
Below is a structure of composition C6H11N, with properties calculated with ωB97M-V/def2-TZVPD.

orbital gap = 9.4 eV
lowest unoccupied orbital energy = 0.94 eV
HOMO level = -8.478 eV

ORCA input file:
```
! RIJCOSX wB97M-V def2-TZVPD def2/J DEFGRID3
* xyz 0 1
C 2.4421 0.0613 -0.5668
C 1.4080 -0.1414 0.5230
C 0.0870 -0.8115 -0.1464
C -1.3388 -1.1828 0.0993
C -1.2416 1.1698 -0.0438
C 0.1053 0.5795 0.4351
H 2.6940 -0.8345 -1.3738
H 1.9389 0.9574 -1.1349
H 3.1345 0.6801 0.0967
H 1.8191 -0.3793 1.5247
H 0.2371 -0.6959 -1.1879
H -1.6643 -2.3403 -0.2764
H -1.2014 -1.2785 1.2876
H -3.0174 -0.1589 -0.4387
H -1.3102 2.3033 -0.8239
H -2.0029 1.5407 0.9477
H -0.1247 0.4609 1.6767
N -1.9648 0.0703 -0.5983
*
```

*B*
Below is the molecule C6H11N, with properties calculated with ωB97M-V/def2-TZVPD.

orbital gap = 11.8 eV
lowest unoccupied orbital energy = 0.90 eV
HOMO level = -10.853 eV

ORCA input file:
```
! RIJCOSX wB97M-V def2-TZVPD def2/J DEFGRID3
* xyz 0 1
C -0.7171 -1.2332 -1.5510
C -0.8302 -0.7444 -0.1088
C 0.3076 0.2013 0.3579
C 0.1091 0.5602 1.8498
C 0.4167 1.4515 -0.4760
C 2.1731 -1.3332 0.5168
N 1.7786 -0.3495 -0.0070
H -0.7965 -0.4102 -2.2701
H -1.5181 -1.9455 -1.7766
H 0.2417 -1.7364 -1.7128
H -0.9055 -1.5992 0.5745
H -1.7670 -0.1687 0.0114
H -0.0309 -0.3168 2.4878
H 0.9572 1.1400 2.2202
H -0.7916 1.1952 1.9351
H 1.2316 2.0833 -0.0934
H 0.6538 1.2033 -1.5200
H -0.5127 2.0024 -0.4378
*
```

*C*
Below is the molecule C6H11N, with properties calculated with ωB97M-V/def2-TZVPD.

orbital gap = 8.1 eV
lowest unoccupied orbital energy = 0.88 eV
HOMO level = -7.269 eV
structure (SMILES) = C=C/C=C(\C)NC

ORCA input file:
```
! RIJCOSX wB97M-V def2-TZVPD def2/J DEFGRID3
* xyz 0 1
C -1.9952 -1.4553 1.4671
C -0.8435 -1.8888 0.8650
C 0.3069 -1.0232 0.5650
C 0.3012 0.0413 -0.3020
C -0.1356 0.1279 -1.7478
N 1.2045 1.0638 -0.0010
C 1.0649 2.4777 -0.4642
H -2.9499 -1.6409 1.0195
H -1.9978 -1.1067 2.5101
H -0.8620 -2.8667 0.3888
H 1.2665 -1.0604 1.0631
H -0.7820 0.9765 -2.0097
H 0.7644 0.4521 -2.2957
H -0.4214 -0.8810 -2.0645
H 1.5057 1.0530 0.9593
H 1.4076 3.1318 0.3234
H 0.0348 2.5003 -0.8616
H 1.7126 2.6294 -1.3304
*
```

Most stable to least stable, the ends of the list are *B* and *A*.